A 2-piece molecular cluster, C42H37N7O5 overall in a non-equilibrium geometry, computed with ωB97M-V with the def2-TZVPD basis set.

As for the spin multiplicity: 1. The calculation puts the HOMO energy at -6.67 eV. As for the energy relative to the best compared isomer or geometry (same formula, charge and spin): 32.73 kJ/mol. Its LUMO energy is -1.545 eV. For the gap between HOMO and LUMO, the calculation gives 5.121 eV. As for the total energy: -64813.3873 eV.

Element x y z (Å)
N -5.89432 0.64417 -6.16193
C -5.13053 0.66969 -5.27722
C -4.23416 0.76000 -4.16269
C -4.57275 1.39106 -2.96065
C -3.60904 1.61325 -1.94030
N -4.10383 2.18963 -0.72293
O -5.34480 2.34931 -0.62521
O -3.31836 2.49951 0.20909
C -2.24503 1.24037 -2.09548
C -1.93584 0.56642 -3.27807
N -0.75097 -0.07655 -3.66600
O 0.35871 -0.19161 -3.16016
O -1.00129 -0.61016 -4.95323
N -2.35174 -0.41611 -5.33465
C -2.87114 0.28810 -4.29695
H -5.59395 1.73351 -2.80718
H -1.46763 1.78932 -1.57389
C -2.00325 4.49645 2.33840
C -0.92010 3.64128 1.76189
C -0.67528 3.66139 0.38603
C 0.25746 2.78849 -0.19049
C 0.62117 2.85093 -1.64375
C 0.83934 1.83163 0.63687
N 1.40083 0.66333 0.02513
C 2.74764 0.45865 -0.24325
C 3.68823 1.52071 -0.54462
C 4.65894 1.21394 -1.52361
C 5.48455 2.22016 -2.01478
C 5.42338 3.50682 -1.45880
C 4.54305 3.78171 -0.40422
C 3.67600 2.79764 0.06528
N 3.02734 -0.81965 -0.26783
N 1.82613 -1.48219 -0.01734
C 1.93526 -2.88699 0.27198
C 2.92762 -3.31575 1.18053
C 3.78433 -2.36461 1.95620
C 3.10730 -4.68779 1.37022
C 2.31592 -5.63629 0.71699
C 2.56161 -7.10082 0.93132
C 1.34109 -5.18447 -0.17416
C 1.15725 -3.82522 -0.43329
C 0.15719 -3.39298 -1.44463
C 0.84460 -0.58531 0.17239
C -0.62056 -0.64499 0.24302
O -1.31811 -0.05949 -0.63745
C -1.26677 -1.22150 1.40188
C -0.51254 -1.85196 2.49030
C -2.67962 -0.89159 1.52660
C -3.59876 -1.11581 0.47156
C -4.88724 -0.59422 0.53274
C -5.28781 0.16023 1.64504
C -4.42654 0.32078 2.73459
C -3.14744 -0.23877 2.69924
C 0.75476 1.89371 2.03015
C 1.64138 1.04778 2.89215
C -0.15705 2.80279 2.57972
H -2.03893 4.36284 3.42173
H -1.82121 5.55388 2.11492
H -2.97997 4.22464 1.91888
H -1.22463 4.34210 -0.26958
H 0.72129 1.84933 -2.08607
H -0.15373 3.39654 -2.19555
H 1.58293 3.36586 -1.78288
H 4.70602 0.18814 -1.89200
H 6.18868 1.99315 -2.81681
H 6.07386 4.29313 -1.84340
H 4.52478 4.77036 0.05353
H 3.01051 2.99118 0.91157
H 4.54313 -2.94275 2.49795
H 4.30582 -1.65369 1.30498
H 3.21172 -1.80685 2.71343
H 3.87642 -5.02947 2.06866
H 1.65703 -7.67987 0.71234
H 3.37234 -7.46856 0.28296
H 2.86024 -7.28356 1.97103
H 0.72430 -5.91516 -0.70082
H 0.00164 -4.20870 -2.15731
H -0.81467 -3.16955 -0.98631
H 0.47856 -2.51326 -2.00806
H -1.14401 -2.59193 3.00958
H 0.36365 -2.37953 2.08509
H -0.16681 -1.11506 3.23181
H -3.27242 -1.70631 -0.38925
H -5.58416 -0.78124 -0.28578
H -6.27953 0.61369 1.66440
H -4.73892 0.91037 3.60410
H -2.44466 -0.10485 3.53200
H 1.45771 1.27717 3.95103
H 1.44586 -0.02710 2.76268
H 2.71262 1.21793 2.68495
H -0.31008 2.82920 3.66160

Atomic forces in eV per Å
1.58 -0.01 1.72
-1.65 0.00 -1.35
0.42 0.57 0.99
0.14 -1.01 -1.38
1.49 -1.15 -0.75
-0.80 1.43 2.66
2.27 -0.23 -0.34
-1.38 -0.86 -2.44
-1.35 2.71 0.41
1.39 -1.75 -1.10
-1.13 1.12 -0.05
-1.24 -0.02 -0.81
-0.57 0.29 0.95
0.51 1.14 2.32
0.04 -0.90 -1.62
0.32 -0.03 -0.01
-0.56 -0.67 0.29
-0.11 0.18 0.16
0.08 -0.24 -0.26
0.77 -0.15 -0.10
-0.60 0.17 0.36
-0.17 -0.09 -0.37
-0.84 0.39 -0.15
1.66 -1.19 0.43
-0.79 -1.04 0.48
1.21 0.66 -0.25
-0.48 0.42 0.18
0.10 0.13 0.35
-0.19 -0.24 0.00
0.12 -0.18 -0.16
0.00 -0.64 -0.26
-0.60 0.56 -0.36
0.57 1.31 0.39
0.05 -1.20 -0.29
-0.34 -0.05 -0.23
0.58 0.07 0.42
-0.30 0.10 -0.07
0.03 0.46 -0.23
-0.01 -0.21 0.09
0.26 0.00 0.24
0.35 0.42 0.48
-0.51 -0.12 -0.51
0.28 0.71 -0.63
-3.16 -2.39 3.61
1.23 0.02 -0.83
1.82 1.30 -3.06
0.35 -0.53 0.78
-1.26 0.27 0.53
0.28 0.15 0.45
0.09 -0.07 0.39
0.05 -0.14 0.05
0.02 -0.12 -0.11
0.32 -0.11 -0.79
-0.34 0.18 -0.15
0.01 -0.44 0.42
0.16 0.01 -0.33
-0.10 0.14 -0.08
-0.07 -0.13 0.09
0.24 0.01 0.07
0.16 -0.13 0.28
-0.01 0.27 0.13
0.27 0.00 0.00
-0.26 -0.05 0.05
-0.04 0.38 -0.08
-0.17 0.12 0.27
-0.19 -0.21 0.12
0.05 -0.25 -0.12
0.22 0.05 -0.46
-0.17 0.17 -0.05
-0.18 -0.23 0.33
0.04 -0.05 -0.29
-0.22 0.17 -0.21
0.24 0.05 0.07
-0.25 0.13 0.16
-0.09 -0.06 -0.24
0.13 0.24 0.07
-0.03 0.15 0.03
0.19 0.07 -0.01
-0.04 -0.02 0.11
0.34 0.19 -0.07
-0.14 0.09 0.37
-0.10 -0.32 0.13
-0.11 0.33 0.25
0.15 0.12 0.20
0.28 -0.12 -0.01
0.07 -0.30 -0.34
-0.37 0.03 -0.31
0.12 -0.07 -0.29
0.13 0.29 -0.03
-0.37 0.00 0.02
0.14 0.00 -0.30